Below is C26H27N10O5ReS2 as an isolated structure, with properties calculated with ωB97M-V with the def2-TZVPD basis set.

Each line ends with the Mulliken spin population.
Atoms and positions in Å:
Re: -0.323 1.310 -0.167  0.553
C: 2.461 1.637 3.187  0.002
C: 1.341 1.799 2.229  -0.027
N: 1.286 1.214 1.076  0.066
N: 2.406 0.590 0.545  0.021
C: 2.363 0.790 -0.745  0.012
O: 1.375 1.469 -1.280  0.007
C: 3.420 0.280 -1.628  -0.003
C: 3.279 0.389 -3.009  -0.003
C: 4.262 -0.123 -3.841  0.001
C: 5.379 -0.742 -3.297  -0.001
C: 5.515 -0.857 -1.919  0.001
C: 4.537 -0.350 -1.083  -0.002
C: 0.242 2.740 2.416  0.011
C: 0.000 3.433 3.590  -0.002
C: -1.017 4.373 3.609  0.000
C: -1.753 4.585 2.455  0.000
C: -1.482 3.829 1.330  0.002
N: -0.505 2.918 1.298  -0.017
H: 3.337 1.256 2.669  -0.001
H: 2.179 0.908 3.952  -0.001
H: 2.691 2.579 3.680  0.000
H: 2.393 0.851 -3.421  0.000
H: 4.155 -0.044 -4.914  0.000
H: 6.145 -1.142 -3.948  0.000
H: 6.383 -1.347 -1.498  0.000
H: 4.624 -0.449 -0.010  0.000
H: 0.599 3.240 4.468  0.000
H: -1.229 4.930 4.511  0.000
H: -2.550 5.314 2.423  0.000
H: -2.075 3.923 0.433  -0.002
S: -2.057 0.611 1.205  0.186
C: -2.559 -1.563 2.713  0.000
N: -1.974 -2.406 3.654  0.251
C: -4.311 -3.383 3.390  0.028
C: -2.857 -3.238 2.996  0.003
C: -1.696 -1.037 1.727  -0.102
C: -0.564 -1.704 1.241  0.031
C: -0.348 -3.051 1.081  -0.056
C: -1.113 -4.180 1.450  0.040
C: -2.265 -4.258 2.179  -0.074
S: 0.937 -3.414 -0.103  -0.006
O: 1.710 -4.550 0.299  -0.002
O: 1.599 -2.178 -0.432  0.002
N: 0.004 -3.931 -1.348  -0.002
C: -0.931 -3.025 -2.012  0.003
C: -0.348 -1.975 -2.960  -0.003
C: -0.396 -0.513 -2.564  0.009
O: -0.219 0.352 -3.386  0.005
O: -0.701 -0.257 -1.282  0.027
H: -4.575 -2.648 4.147  -0.001
H: -4.432 -4.378 3.822  0.000
H: -4.988 -3.305 2.540  -0.004
H: -3.545 -1.118 2.849  0.001
H: 0.192 -1.103 0.753  0.029
H: -0.773 -5.113 1.015  0.001
H: -2.754 -5.227 2.197  -0.006
H: 0.510 -4.593 -1.924  0.000
H: -1.526 -2.545 -1.234  -0.002
H: -1.614 -3.669 -2.565  0.000
H: -0.855 -2.020 -3.925  0.000
H: 0.706 -2.177 -3.168  0.000
N: -3.540 4.162 -3.339  0.004
N: -2.363 3.649 -2.838  0.013
N: -1.237 3.710 -3.523  -0.008
C: -0.420 3.008 -2.762  0.021
N: -1.056 2.572 -1.663  -0.023
N: -2.319 2.987 -1.738  0.012
H: -3.292 4.849 -4.042  0.000
H: -4.073 4.566 -2.577  0.000
H: 0.607 2.787 -2.983  0.000

Results
Gap between HOMO and LUMO (spin up / spin down)   5.820 / 4.968 eV
Energy relative to the best compared isomer or geometry (same formula, charge and spin)   89.7 kcal/mol
F_max   0.99 eV/A
LUMO energy (spin up / spin down)   -4.5 / -4.8 eV
HOMO energy (spin up / spin down)   -10.298 / -9.767 eV
Net charge   +1
Spin multiplicity   2